61
Properties=species:S:1:pos:R:3 method="wB97M-V/def2-TZVPD" mol_weight_g_mol=1085.1 gap_ha=0.185 total_charge=+3
W 0.07772 0.35679 0.14442
O -3.95724 -5.74446 -0.47935
N -3.05553 -5.92827 0.30868
O -2.79510 -6.95781 0.86815
C -2.15388 -4.77219 0.59084
C -1.01114 -5.05976 1.23794
C -0.02897 -4.05069 1.44969
C 1.18361 -4.29096 2.11824
C 2.08245 -3.26254 2.23385
C 1.79275 -2.03313 1.64928
N 0.65646 -1.77385 1.01055
C -0.26528 -2.76715 0.95623
C -1.50950 -2.45200 0.37348
N -1.66098 -1.13857 0.00593
C -2.75722 -0.83098 -0.69125
C -3.80558 -1.74087 -0.88883
C -3.68589 -3.01876 -0.44722
C -2.47106 -3.43564 0.16083
H -0.83279 -6.07300 1.57361
H 1.38846 -5.26895 2.53621
H 3.01954 -3.39240 2.75628
H 2.52493 -1.24748 1.70687
H -3.58728 0.50917 -1.75999
H -4.71022 -1.41321 -1.38520
H -4.49419 -3.71904 -0.58052
I 1.29528 2.14713 4.68314
C 2.50674 1.75744 3.05390
C 3.85981 2.15637 3.03328
C 4.66024 1.91607 1.94975
I 6.64786 2.51205 2.01068
C 4.12601 1.24979 0.80429
C 4.81679 0.99023 -0.39222
C 4.18728 0.35642 -1.44750
C 2.86450 -0.02916 -1.32953
N 2.16914 0.17363 -0.20448
C 2.78820 0.82320 0.84398
C 1.98595 1.08740 1.97351
O 0.67931 0.67542 1.87074
H 4.26373 2.66717 3.89692
H 5.85051 1.30049 -0.48705
H 4.71378 0.16792 -2.37214
H 2.33897 -0.53008 -2.13065
O -1.30910 0.99060 -3.80637
As -0.15272 1.60045 -2.64403
O -2.81108 0.39402 -1.18981
O -0.08639 0.02531 -1.61591
C -1.42225 3.03899 -2.05055
C -2.10193 3.66646 -3.07688
C -2.71991 4.90393 -2.86090
C -2.67329 5.53674 -1.62916
C -2.00628 4.93659 -0.56972
C -1.39245 3.71720 -0.80760
S -0.58992 2.88060 0.44925
O 0.66631 2.25770 -0.21842
O -0.32426 3.51833 1.67034
O -1.37119 1.53429 0.56572
H -0.92490 0.60024 -4.60539
H -2.14529 3.20376 -4.05242
H -3.23014 5.38386 -3.68599
H -3.15148 6.49575 -1.48570
H -1.95193 5.39945 0.40821